Below is a structure of composition C40H88AsF6N5O5 in a non-equilibrium geometry, with properties calculated with ωB97M-V/def2-TZVPD.

total charge	+4
highest occupied orbital energy	-17.771	eV
LUMO	-11.29	eV
multiplicity	1
gap between HOMO and LUMO	6.49	eV
molar mass	908.08	g/mol

Each line ends with the Mulliken charge.
Cartesian coordinates (Å):
As -12.41666 -0.27164 -24.21898  2.180
F -14.09101 -0.76827 -23.99937  -0.510
F -11.82186 -1.58116 -23.20753  -0.473
F -10.78328 0.32453 -24.37246  -0.459
F -12.90495 1.02268 -25.35151  -0.533
F -12.63182 0.90644 -22.88795  -0.511
F -12.12442 -1.36317 -25.57789  -0.461
C -5.63579 -3.01039 -25.24554  -1.642
C -6.66308 -2.26307 -24.42739  1.608
C -7.90537 -3.17884 -24.21704  -1.482
C -8.84134 -2.62718 -23.20518  1.042
C -8.13165 -2.64600 -21.87146  -2.017
C -6.91762 -1.70530 -21.83650  1.603
N -6.08583 -1.88596 -23.11058  0.892
O -4.93916 -1.54413 -23.00065  -0.334
C -6.01742 -2.09270 -20.65902  -1.692
C -7.42357 -0.25477 -21.82176  -1.414
C -7.16008 -0.99115 -25.18450  -1.511
H -4.82988 -2.34761 -25.56025  0.416
H -6.13668 -3.25497 -26.18321  0.387
H -5.27933 -3.92338 -24.77350  0.455
H -7.55127 -4.14950 -23.85910  0.582
H -8.42499 -3.35596 -25.15782  0.285
H -9.76134 -3.19344 -23.04885  0.151
H -9.24234 -1.68544 -23.58612  -0.681
H -7.75753 -3.66718 -21.78286  0.599
H -8.74623 -2.37111 -21.01562  0.549
H -5.79835 -3.16281 -20.59504  0.487
H -6.57693 -2.00753 -19.72543  0.371
H -5.02729 -1.66200 -20.52823  0.430
H -7.95515 -0.03021 -20.89278  0.188
H -8.27444 -0.09892 -22.48665  -0.148
H -6.68631 0.54177 -21.90252  0.606
H -7.65595 -1.24900 -26.11818  0.405
H -6.28330 -0.36804 -25.37836  0.581
H -7.82495 -0.28640 -24.68461  0.046
C -14.41907 0.64983 -29.71829  -1.779
C -15.36484 1.36865 -28.73624  1.318
C -16.54380 1.84116 -29.62898  -1.193
C -17.72119 2.35795 -28.84019  -0.666
C -18.28074 1.18035 -28.00111  -1.127
C -17.25284 0.52362 -27.08899  1.136
N -15.88913 0.39196 -27.73660  0.881
O -15.17705 -0.43289 -27.18568  -0.040
C -17.80830 -0.87333 -26.81572  -1.752
C -17.05980 1.36456 -25.80590  -1.495
C -14.61833 2.53409 -28.09686  -1.456
H -13.51584 0.37406 -29.16697  0.250
H -13.95354 1.28225 -30.47328  0.455
H -14.94677 -0.18859 -30.16825  0.497
H -16.83750 1.15245 -30.42070  0.379
H -16.16511 2.72794 -30.14175  0.471
H -18.53132 2.62554 -29.51650  0.434
H -17.41088 3.18975 -28.20790  0.351
H -18.75107 0.49411 -28.70661  0.466
H -19.08589 1.47675 -27.32868  0.470
H -18.74284 -0.78537 -26.25618  0.431
H -17.31788 -1.49406 -26.06261  0.341
H -18.00444 -1.45872 -27.71145  0.466
H -17.98158 1.35973 -25.22319  0.465
H -16.70664 2.38647 -25.91401  0.330
H -16.41056 0.82016 -25.11498  0.348
H -13.70687 2.21176 -27.58535  0.248
H -15.08887 2.96567 -27.21018  0.334
H -14.39069 3.36506 -28.75979  0.450
C -11.88464 -4.97576 -25.18198  -1.468
C -11.56930 -5.38027 -26.61141  1.328
C -12.76313 -6.18977 -27.23799  -1.093
C -12.94255 -6.13701 -28.74444  -0.709
C -13.12611 -4.68398 -29.12906  -1.333
C -11.87271 -3.81697 -28.74710  1.369
N -11.25804 -4.14465 -27.44209  1.087
O -10.25664 -3.43226 -27.03558  -0.056
C -12.32555 -2.38280 -28.80207  -2.596
C -10.84211 -4.15474 -29.83575  -1.629
C -10.31825 -6.27833 -26.72914  -1.439
H -12.66505 -4.21323 -25.15434  0.449
H -11.04837 -4.50600 -24.65803  -0.076
H -12.13759 -5.74354 -24.45151  0.465
H -13.66342 -5.76058 -26.79326  0.387
H -12.68337 -7.22465 -26.91077  0.565
H -13.78555 -6.75575 -29.04757  0.453
H -12.09365 -6.46603 -29.34630  0.303
H -14.02064 -4.25374 -28.66683  0.383
H -13.36136 -4.41056 -30.15822  0.584
H -11.57452 -1.64834 -28.50790  0.531
H -13.30241 -2.11672 -28.40421  0.609
H -12.40558 -2.13079 -29.86298  0.568
H -11.21850 -3.87955 -30.82258  0.480
H -10.62512 -5.20042 -30.05349  0.370
H -9.90906 -3.60558 -29.70639  0.397
H -9.44460 -5.89882 -26.19432  0.205
H -9.89640 -6.35810 -27.73313  0.411
H -10.51223 -7.28326 -26.36087  0.449
C -12.54467 3.06852 -18.96313  -1.627
C -11.27097 2.98145 -19.76439  0.050
N -9.98337 2.68174 -18.99905  0.617
C -8.87415 2.78197 -20.07262  -1.074
C -9.74927 3.69636 -17.86129  -0.600
C -8.33341 3.57400 -17.25817  -1.164
C -9.96354 1.23987 -18.40370  -0.853
C -10.53391 0.14312 -19.29437  -0.147
O -11.90190 0.02446 -19.04075  -0.391
C -12.65996 -0.87921 -19.83867  -0.632
H -12.56147 3.90114 -18.25757  0.414
H -12.71480 2.16485 -18.37811  0.346
H -13.44283 3.21886 -19.56070  0.420
H -11.14517 3.90127 -20.33810  0.502
H -11.37407 2.19401 -20.51197  -0.024
H -9.17615 2.14663 -20.90140  0.092
H -7.95613 2.40123 -19.63179  0.445
H -8.76146 3.83543 -20.31785  0.493
H -10.57339 3.44217 -17.19740  0.527
H -9.90303 4.69299 -18.27304  0.390
H -8.13243 2.62314 -16.76918  0.306
H -8.33160 4.34840 -16.49125  0.451
H -7.60373 3.79824 -18.03242  0.317
H -10.29899 1.35339 -17.37629  0.469
H -8.89135 1.03927 -18.39343  0.496
H -10.04335 -0.80566 -19.05278  0.672
H -10.31996 0.37508 -20.34516  -0.149
H -12.77631 -0.56770 -20.88251  0.049
H -13.64295 -0.91829 -19.37620  0.335
H -12.25278 -1.89011 -19.92874  0.343
C -9.85375 2.74465 -26.31632  -0.766
N -9.63993 3.70345 -25.15733  0.070
C -10.55638 4.89103 -25.47798  -0.871
C -10.08853 3.05984 -23.83481  -0.325
C -8.19745 4.17489 -25.07147  -0.590
C -7.14841 3.05390 -25.09030  -0.807
O -7.12120 2.28312 -23.85598  -0.329
H -9.60464 3.30346 -27.21547  0.381
H -10.93170 2.58748 -26.33316  0.375
H -9.33334 1.83293 -26.04042  0.148
H -10.35416 5.64910 -24.72275  0.371
H -11.55954 4.47887 -25.41760  0.376
H -10.27706 5.30952 -26.44225  0.424
H -9.77974 3.79257 -23.09295  0.627
H -9.49806 2.15191 -23.73971  -0.582
H -11.13044 2.75244 -23.87995  0.362
H -7.95329 4.84069 -24.24522  0.383
H -8.03154 4.73350 -25.99441  0.442
H -6.18729 3.56493 -25.17924  0.597
H -7.17967 2.41897 -25.97729  0.343
H -6.18625 2.06399 -23.78524  0.293

Atomic forces in eV per Å
-1.1564 0.1522 0.1567
1.3256 0.2227 -0.4331
-0.4059 0.8969 0.0258
0.4125 -0.1298 -0.0498
0.1580 -0.7496 0.4175
0.3851 -1.0069 -0.7010
-0.4181 0.5888 0.3007
0.1797 0.6669 -0.7554
-1.6865 -0.7927 -1.0318
0.5285 -0.7178 0.2683
-1.3065 0.3844 0.4391
0.6283 0.4766 -0.4132
-0.1220 -0.4262 0.7526
1.3066 1.8850 1.0001
-1.6308 -0.9852 -1.0217
0.1768 -0.7865 0.9028
-0.7001 0.5229 0.3610
1.0215 1.0336 0.4486
0.2917 -0.2070 0.3113
-0.0477 -0.2854 0.0902
0.0792 0.0998 0.0496
0.0675 -0.1345 -0.1973
0.3842 0.2124 -0.2332
0.1535 -0.4182 -0.4261
0.1681 0.3362 0.5282
-0.1502 -0.0343 0.5643
-0.1030 -0.1967 -0.0378
-0.1740 -0.1720 -0.7870
-0.1206 0.6500 -0.1039
-0.3148 0.7222 -0.2784
0.5032 -0.6162 0.5223
0.5013 -0.0392 -0.6836
0.2169 -0.2647 -0.3222
0.2808 -0.4206 0.0150
0.1029 -0.1452 -0.4253
-0.1956 -0.5546 0.5401
0.9291 -0.3848 1.2075
-0.0106 0.1993 -3.0588
0.0568 1.4974 0.3350
-0.7662 -1.3176 0.7499
0.0924 1.1828 -0.5506
-1.4552 -0.2707 -0.3816
1.5623 -1.3705 3.1887
-1.0605 2.0055 -2.3177
-0.1389 -0.6748 1.5002
0.4167 -0.9457 0.9283
0.2820 0.1497 2.2962
-0.1926 -0.7474 0.1096
-0.9025 0.4493 -0.1508
0.3523 -0.1126 -0.1323
0.1046 -0.4023 0.3162
0.3305 -0.2492 -0.2746
0.1773 0.5284 0.0395
-0.2373 0.1698 -0.1040
0.2993 -0.3468 0.1010
-0.0160 0.2201 -0.1056
-0.3688 0.5593 -0.6108
0.9181 0.1581 -0.3961
0.1153 0.1497 -0.0786
-0.3607 0.2030 -0.5633
-0.1049 -0.0663 -0.3116
0.4958 0.1181 -0.2481
0.2935 -0.4263 -0.6243
-0.7349 0.1075 -0.3795
-0.2014 -0.3770 -0.4392
0.3904 1.4016 0.9332
-0.3244 -1.8021 -0.6713
-0.0571 0.7083 0.2589
0.3192 0.5889 -0.8270
-0.5636 0.8680 1.0652
-1.5676 -0.8788 -1.3366
4.9829 2.5502 2.5415
-5.4112 -3.3467 -2.1911
0.7461 1.7549 -1.0668
1.1218 0.4036 -0.8850
1.3313 0.3400 -0.0740
-0.2149 -0.1682 -0.0811
0.3400 0.1488 -0.5254
-0.3358 -0.6617 -0.8334
-0.1685 -0.2298 0.0047
0.1060 0.1151 0.2313
-0.0547 0.0777 0.0841
0.1262 -0.5990 0.4435
0.1246 -0.1684 0.6490
0.5801 -0.6418 -0.3168
0.0233 -0.2102 0.5917
0.1678 -0.4890 0.6033
-0.1627 -0.3485 -0.1386
-0.4067 0.5570 0.2878
0.0349 -0.1819 0.9410
0.0486 -0.0976 0.1466
-0.3243 0.2593 0.4524
-0.6326 -0.1363 -0.3002
-0.2781 0.1142 0.0098
-0.1966 0.0372 1.2840
-0.5345 -0.0820 -0.3752
0.1397 -0.0902 -1.2453
-0.7355 -0.2097 1.4470
0.3090 -1.1959 -0.5162
-1.3360 0.4194 -0.0771
1.2817 0.8744 -0.8758
-0.8943 0.0754 0.5640
-0.1500 0.0852 -0.1883
-0.1892 -0.1286 -0.5192
0.2209 0.0903 -0.0641
0.0312 -0.0594 -0.1053
0.3088 -0.1240 -0.4625
0.4423 0.1296 0.2549
0.0787 -0.1122 0.0887
0.0324 0.2589 -0.1429
0.0294 0.0958 -0.1133
-0.0381 -0.1026 -0.2615
0.2598 0.3726 0.4075
-0.0704 -0.0608 -0.0977
-0.0205 -0.0191 -0.1087
0.4524 -0.0093 0.0079
0.2273 0.0748 0.3061
-0.4673 -0.5774 -0.1561
0.0045 -0.0361 0.4942
0.2683 0.0214 0.0573
-0.0126 -0.0633 -0.1797
0.0948 0.5028 0.1642
0.0607 -0.1064 -0.0107
0.2842 -0.0238 0.6018
-0.4059 0.7631 1.2705
-0.7076 0.4444 0.0797
1.0808 -0.4429 0.9665
1.1635 0.1975 -1.1482
0.5261 -1.0557 -1.0502
0.2544 0.3596 0.6044
-0.0153 0.4527 -1.0807
0.5556 -0.5555 -0.1336
0.0708 -0.4083 0.0156
0.0413 -0.0810 -0.7115
-0.3519 0.0102 0.0595
-0.1084 0.4342 -0.1662
-0.2047 -0.2126 -0.1002
-0.5444 -0.1551 0.3163
0.0382 0.1174 0.1824
-0.0806 0.4706 0.0831
-0.7964 -0.0630 0.2597
-0.0224 0.1189 0.0252
-0.0658 0.2330 -0.0082
-0.4421 -0.1675 0.0937
-0.0229 -0.1975 0.4296


Below is a cluster of 4 separate species, C3H16NO3S2 in total in a non-equilibrium geometry, with properties calculated with ωB97M-V/def2-TZVPD.

total charge	+1
highest occupied orbital energy	-11.776	eV
energy above the lowest of the compared OMol25 structures with the same formula, charge and spin	0.0	kJ/mol
LUMO	-3.04	eV
multiplicity	1
gap between HOMO and LUMO	8.74	eV
molar mass	178.30	g/mol

Each line ends with the Mulliken charge.
Cartesian coordinates (Å):
N 0.16335 -0.01556 -1.39262  0.094
C -0.04429 1.45987 -1.48771  -0.516
C -0.09561 2.21734 -0.19868  -0.682
S -1.62447 2.11948 0.88093  -0.062
S -1.33341 0.77801 2.37874  -0.044
C -2.23975 -0.67235 1.88894  -0.319
H -0.03276 -0.53809 -2.24101  0.412
H -0.59336 -0.29328 -0.76715  0.028
H 1.04360 -0.20473 -0.91268  0.250
H -0.86716 1.66432 -2.17266  0.430
H 0.75201 1.93208 -2.07563  0.359
H 0.73890 2.22058 0.47535  0.299
H -0.36000 3.22363 -0.50312  0.349
H -1.93359 -1.04698 0.90179  -0.281
H -3.29993 -0.59683 1.67420  0.390
H -2.09096 -1.46501 2.60917  0.371
H -0.30048 -2.66170 -1.02021  0.266
H -1.48319 -3.00560 -0.08051  0.291
O -1.05909 -2.28826 -0.55956  -0.652
H 3.55865 0.77874 -0.65090  0.286
H 2.96489 1.03178 0.67793  0.304
O 2.73594 0.62060 -0.16747  -0.595
H 2.38191 -1.24098 0.78650  0.264
H 1.52910 -2.41597 1.23374  0.289
O 1.48969 -1.60108 0.72259  -0.532

Atomic forces in eV per Å
-1.2400 1.2462 0.8827
0.9977 0.7843 -1.6750
-2.3131 0.2190 0.8369
0.0881 -0.3991 -0.4014
0.1495 0.2376 0.2653
-0.4102 -0.9509 -1.8171
0.5495 0.1371 -0.2486
0.0775 -0.7478 0.4364
0.3165 -0.4686 -0.0734
-0.6236 -0.2873 0.6399
0.4622 -0.5714 0.2126
0.6148 -0.1493 -0.2084
0.7520 0.4953 -0.2079
0.6229 0.1436 0.5822
-0.4105 0.7807 0.8248
0.1728 -0.0268 0.3447
-0.0398 -0.3700 0.2337
0.0076 -0.1373 -0.0762
0.0108 0.0443 -0.4237
-0.1482 -0.1828 -0.3550
-0.4329 -0.0390 0.1423
0.8064 0.3850 0.1385
-0.0304 0.0630 -0.0880
-0.1969 -0.0337 0.0251
0.2172 -0.1722 0.0095